# 1
180
Properties=species:S:1:pos:R:3:forces:R:3 method="wB97M-V/def2-TZVPD" orbital_gap_ha=0.4061 lumo_energy_ev=0.684 smiles=CCCCCC.CCCCCC.CCCCCC.CCCCCC.CCCCCC.CCCCCC.CCCCCC.CCCCCC.CCCCCC
C 22.660 -11.065 1.132 0.5 0.6 1.0
C 22.255 -10.620 2.568 -0.8 0.1 -0.3
C 23.282 -9.944 3.440 0.3 0.6 0.1
C 22.702 -9.433 4.778 0.1 0.8 0.4
C 23.597 -8.541 5.711 0.6 -1.2 -0.1
C 24.415 -7.393 5.135 -0.1 0.1 -0.4
H 22.010 -11.868 0.782 0.2 0.0 -0.1
H 23.717 -11.325 1.081 0.0 -0.6 0.1
H 22.617 -10.207 0.462 -0.4 0.1 -0.1
H 21.421 -9.937 2.410 -0.2 0.1 0.3
H 21.877 -11.414 3.212 -0.3 -0.5 -0.5
H 23.692 -9.092 2.896 0.3 0.1 0.0
H 24.075 -10.681 3.569 0.3 0.2 0.4
H 21.793 -8.851 4.619 -0.1 0.3 -0.7
H 22.289 -10.234 5.390 0.4 -0.5 0.1
H 23.007 -8.207 6.565 -0.4 0.3 -0.2
H 24.320 -9.184 6.212 0.2 -0.4 -0.1
H 25.045 -6.940 5.901 -0.3 0.2 0.3
H 25.153 -7.672 4.384 -0.2 -0.5 -0.2
H 23.782 -6.634 4.675 0.0 0.2 0.1
C 25.420 -8.565 -0.544 0.5 -1.3 -1.1
C 24.982 -9.381 -1.799 1.0 -0.2 0.3
C 25.809 -10.693 -2.005 0.2 1.6 0.3
C 25.387 -11.585 -3.137 1.2 -0.7 0.5
C 25.420 -10.983 -4.492 -1.8 0.8 -1.1
C 25.386 -11.974 -5.652 -0.2 0.6 -0.6
H 25.594 -9.256 0.280 -0.8 0.4 0.6
H 24.790 -7.681 -0.444 0.0 -0.3 0.7
H 26.437 -8.229 -0.743 0.1 0.3 -0.2
H 23.930 -9.661 -1.856 -0.2 0.3 0.3
H 25.195 -8.640 -2.569 -0.3 -0.5 -0.7
H 25.871 -11.274 -1.085 -0.3 0.0 0.3
H 26.842 -10.410 -2.207 0.2 0.2 0.0
H 26.156 -12.356 -3.174 -0.3 -0.7 0.4
H 24.398 -11.997 -2.938 0.0 -0.3 -0.1
H 24.487 -10.419 -4.499 -0.3 0.3 -0.6
H 26.144 -10.200 -4.717 0.6 -0.3 0.5
H 25.220 -11.402 -6.565 0.4 0.2 -0.2
H 26.326 -12.513 -5.770 -0.1 -0.2 0.1
H 24.523 -12.638 -5.703 0.1 -0.4 0.7
C 16.560 -7.338 4.471 0.0 -0.2 0.2
C 16.505 -8.524 5.442 0.6 -0.9 1.5
C 17.814 -9.321 5.606 1.1 -0.5 -0.6
C 17.962 -10.354 6.761 -0.5 0.6 -0.4
C 19.316 -11.158 6.891 -1.1 0.6 0.2
C 19.597 -12.140 5.759 -1.1 0.0 -0.6
H 17.442 -6.714 4.621 0.2 -0.2 0.4
H 15.729 -6.649 4.622 -0.2 -0.2 -0.2
H 16.637 -7.624 3.422 -0.3 -0.2 0.0
H 16.395 -8.204 6.478 -0.3 0.9 0.1
H 15.661 -9.212 5.411 -0.2 0.1 -1.0
H 18.551 -8.527 5.723 0.5 -0.1 0.2
H 18.150 -9.867 4.724 -0.4 0.2 -0.6
H 17.720 -9.804 7.670 0.6 0.0 0.5
H 17.119 -11.044 6.742 0.0 -0.4 -0.4
H 20.133 -10.440 6.965 0.1 0.0 0.2
H 19.156 -11.657 7.847 0.6 -0.2 0.1
H 18.803 -12.882 5.675 -0.4 0.0 0.1
H 19.531 -11.568 4.833 0.4 -0.2 -0.2
H 20.486 -12.770 5.735 0.4 0.6 0.5
C 18.599 -10.829 2.075 -0.4 -0.7 0.4
C 18.742 -11.670 0.753 1.1 1.8 1.2
C 17.513 -12.489 0.319 1.9 0.1 0.6
C 17.692 -12.873 -1.123 -0.6 0.9 -1.1
C 16.487 -13.475 -1.864 0.5 -0.5 -0.3
C 16.819 -13.615 -3.379 -0.7 0.4 1.1
H 18.455 -11.465 2.949 0.1 -0.1 0.0
H 17.765 -10.128 2.117 -0.6 -0.3 -0.6
H 19.387 -10.124 2.337 0.6 -0.6 -0.4
H 19.073 -10.880 0.079 -0.9 0.1 -1.0
H 19.699 -12.191 0.734 -0.2 -0.8 0.6
H 16.708 -11.786 0.533 -0.7 -0.6 -0.3
H 17.482 -13.422 0.881 -0.5 0.3 0.6
H 17.953 -11.912 -1.568 -0.4 0.2 -0.7
H 18.611 -13.406 -1.366 0.0 -0.6 0.6
H 16.183 -14.462 -1.514 0.4 -0.2 0.4
H 15.596 -12.888 -1.641 0.0 0.4 -0.4
H 17.533 -14.421 -3.548 0.2 0.2 0.1
H 15.919 -13.872 -3.937 0.1 0.2 -0.2
H 17.225 -12.647 -3.670 0.0 -0.2 -0.6
C 30.395 -13.206 -0.260 1.0 -0.1 -1.1
C 29.952 -14.307 0.670 -0.9 1.8 0.4
C 28.627 -13.787 1.349 0.3 -2.4 -0.3
C 27.382 -14.136 0.477 -0.3 0.9 1.6
C 26.107 -13.667 1.212 -1.0 -0.8 -1.4
C 24.752 -14.210 0.606 0.7 -0.1 0.4
H 31.354 -13.432 -0.725 0.3 0.0 0.0
H 30.506 -12.238 0.229 -0.1 -0.1 0.2
H 29.737 -13.086 -1.121 -0.4 0.1 0.2
H 29.773 -15.247 0.149 -0.2 0.1 -0.1
H 30.727 -14.508 1.409 0.0 0.1 0.1
H 28.609 -12.772 1.746 0.4 0.2 -0.6
H 28.604 -14.415 2.239 -0.7 0.0 0.3
H 27.381 -13.628 -0.487 0.3 -0.3 -0.2
H 27.325 -15.221 0.394 0.1 0.0 -0.4
H 26.175 -13.950 2.262 -0.1 0.3 0.1
H 25.981 -12.597 1.045 0.4 0.3 0.8
H 24.005 -14.194 1.399 -0.3 0.3 -0.2
H 24.450 -13.603 -0.248 -0.2 0.2 0.2
H 24.745 -15.230 0.224 0.5 -0.2 0.2
C 22.130 -10.043 8.898 0.3 -0.9 -0.2
C 22.927 -9.825 10.168 0.4 -0.4 0.9
C 24.373 -9.398 9.935 -1.1 2.1 -0.7
C 24.369 -7.874 9.573 1.9 -0.5 1.1
C 25.728 -7.431 9.064 0.1 -0.8 -1.4
C 25.915 -5.947 8.982 -0.6 -0.1 -0.1
H 21.814 -9.103 8.447 -0.1 -0.1 0.0
H 21.288 -10.725 9.021 -0.3 0.4 0.3
H 22.738 -10.593 8.180 0.3 0.2 -0.3
H 22.384 -9.110 10.786 0.2 0.3 0.1
H 23.054 -10.685 10.824 -0.8 -0.6 -0.3
H 24.742 -9.907 9.045 0.3 -0.3 0.1
H 24.993 -9.623 10.803 0.1 0.1 -0.1
H 23.597 -7.662 8.833 0.0 0.1 0.1
H 24.309 -7.209 10.434 -1.2 -0.4 0.5
H 26.598 -7.808 9.602 -0.3 -0.5 0.4
H 25.783 -7.874 8.070 0.5 0.0 -0.4
H 25.097 -5.534 8.391 0.2 0.4 -0.3
H 25.797 -5.547 9.989 0.4 0.4 0.0
H 26.895 -5.764 8.539 -0.1 0.6 0.1
C 22.766 -4.161 6.706 1.3 0.2 1.0
C 21.591 -3.741 5.878 -0.7 -0.5 -0.3
C 21.933 -4.001 4.436 1.1 1.3 -1.3
C 22.695 -2.808 3.725 0.4 -0.9 -1.3
C 24.105 -3.129 3.093 -0.5 0.4 0.9
C 24.209 -4.247 2.076 -0.4 -0.5 0.0
H 22.807 -4.009 7.784 -1.0 0.0 0.2
H 23.694 -3.648 6.457 0.1 0.0 -0.7
H 22.911 -5.228 6.535 0.2 0.0 0.1
H 20.790 -4.452 6.081 -0.4 0.3 0.4
H 21.206 -2.724 5.945 0.1 0.0 0.6
H 21.045 -4.178 3.830 0.0 -0.3 0.1
H 22.580 -4.878 4.420 -0.2 -0.2 -0.3
H 22.096 -2.504 2.867 -0.3 0.0 -0.1
H 22.759 -1.875 4.283 0.1 -0.3 0.6
H 24.470 -2.212 2.630 0.1 0.1 0.1
H 24.800 -3.361 3.900 0.1 0.0 0.2
H 25.245 -4.563 1.955 0.0 0.1 -0.1
H 23.663 -5.134 2.397 0.0 -0.1 0.2
H 23.799 -4.004 1.095 0.0 0.2 0.0
C 28.537 -13.655 9.571 -0.7 -0.5 1.0
C 27.836 -12.377 10.043 -0.6 0.4 -1.2
C 27.873 -11.311 8.921 0.6 0.5 1.0
C 27.067 -11.630 7.683 -0.4 -0.3 0.4
C 26.981 -10.569 6.590 1.4 -0.2 -0.3
C 26.660 -11.241 5.256 -0.5 -0.2 0.3
H 28.593 -14.343 10.414 0.4 0.0 0.1
H 29.540 -13.461 9.190 -0.1 0.0 0.0
H 27.970 -14.249 8.855 0.0 0.4 -0.4
H 26.774 -12.455 10.277 -0.3 -0.9 -0.2
H 28.186 -12.033 11.017 0.8 0.3 -0.3
H 28.922 -11.145 8.675 0.1 0.2 -0.2
H 27.491 -10.384 9.348 0.0 0.3 0.0
H 27.462 -12.525 7.201 0.1 -0.2 0.0
H 26.081 -11.908 8.055 -0.4 -0.1 -0.2
H 26.392 -9.674 6.789 -0.5 -0.4 0.2
H 27.990 -10.168 6.494 0.3 0.2 0.0
H 27.460 -11.894 4.905 0.5 0.4 -0.1
H 25.883 -11.989 5.413 -0.7 0.3 -0.1
H 26.375 -10.518 4.492 0.0 -0.2 -0.1
C 19.862 -6.944 2.673 0.0 1.4 -0.5
C 19.468 -6.006 1.463 0.2 -0.9 0.7
C 20.115 -6.338 0.130 0.9 -0.4 -0.7
C 21.532 -5.768 -0.127 -0.5 -0.8 -0.1
C 22.281 -6.320 -1.416 -1.2 1.1 1.0
C 21.382 -6.460 -2.683 2.1 0.0 0.4
H 20.898 -6.800 2.979 0.3 -0.3 -0.4
H 19.639 -7.992 2.469 0.1 0.1 -0.1
H 19.332 -6.656 3.580 -0.4 0.0 -0.1
H 18.392 -6.092 1.315 -0.1 0.0 0.2
H 19.664 -4.950 1.652 0.0 0.1 0.5
H 19.441 -5.979 -0.648 0.0 -0.2 -0.2
H 20.264 -7.413 0.025 -0.6 -0.3 -0.1
H 21.393 -4.687 -0.115 0.5 0.2 -0.3
H 22.113 -6.058 0.749 0.3 0.3 0.1
H 23.084 -5.608 -1.609 0.0 0.2 -0.3
H 22.849 -7.215 -1.160 -0.5 -0.4 -0.1
H 22.124 -6.628 -3.463 -0.2 -0.2 -0.4
H 20.736 -7.338 -2.678 -0.4 0.5 0.2
H 20.945 -5.493 -2.932 -0.6 -0.3 0.2

=====

# 2
46
Properties=species:S:1:pos:R:3:forces:R:3 method="wB97M-V/def2-TZVPD" multiplicity=2 orbital_gap_ha="0.2104 / 0.1754" lumo_energy_ev="2.421 / 1.470" total_charge=-1
C 1.285 0.999 3.795 0.7 0.3 0.8
C 2.356 0.098 3.015 -0.7 -0.6 0.1
C 1.843 -0.364 1.534 2.2 0.6 1.7
O 0.484 0.111 1.379 1.3 0.5 -2.2
C 0.251 0.688 0.080 -2.0 -2.1 -0.8
S 0.932 2.452 -0.050 -0.3 4.0 5.5
O 2.241 2.635 0.653 -2.3 -1.4 -2.3
O -0.132 3.324 0.603 2.1 -2.4 -2.3
C 1.069 3.040 -1.809 2.9 1.4 -4.2
F 2.141 2.314 -2.391 -3.7 0.9 2.0
F 1.400 4.398 -1.877 -1.6 -3.8 1.0
F -0.099 2.838 -2.579 2.1 0.1 1.9
C 0.708 -0.228 -1.154 -1.0 0.4 -0.7
C -0.167 -1.580 -1.332 2.4 -0.8 -1.6
C 0.262 -2.141 -2.799 0.0 -0.1 -0.1
C 0.257 -2.745 -0.308 0.7 -0.1 -0.2
N -1.634 -1.332 -1.415 0.9 -1.7 2.2
O -2.264 -2.473 -1.536 0.1 1.5 -0.5
C -2.156 -0.486 -0.305 -2.7 0.9 0.8
C -3.646 -0.017 -0.782 0.2 0.8 -0.1
C -2.431 -1.315 1.069 -0.2 1.0 0.2
C -1.350 0.866 -0.043 0.3 0.0 -0.1
H 0.905 1.893 3.197 0.5 -1.4 0.7
H 0.416 0.382 4.230 1.2 0.9 -1.0
H 1.834 1.439 4.708 -0.8 -0.6 -1.3
H 3.378 0.608 2.954 -1.6 -0.6 0.0
H 2.487 -0.866 3.626 0.0 1.4 -0.8
H 1.966 -1.493 1.494 -0.7 1.3 -0.2
H 2.591 0.097 0.804 -1.4 -0.5 0.7
H 1.819 -0.466 -1.192 -1.5 0.3 0.3
H 0.489 0.383 -2.108 0.4 -0.8 1.5
H -0.024 -3.248 -2.907 0.3 1.7 0.2
H -0.246 -1.543 -3.642 0.8 -0.9 1.4
H 1.398 -2.063 -2.938 -1.6 0.0 0.3
H 1.370 -2.965 -0.522 -1.6 0.5 0.3
H -0.282 -3.736 -0.518 0.5 1.7 0.3
H 0.190 -2.453 0.787 -0.2 -0.4 -1.5
H -3.586 1.063 -1.180 -0.1 -1.7 0.5
H -4.368 0.003 0.095 0.9 -0.1 -1.1
H -4.070 -0.674 -1.605 0.7 0.7 1.1
H -3.045 -2.258 0.890 1.1 1.2 0.0
H -3.108 -0.622 1.695 1.1 -1.0 -0.9
H -1.493 -1.471 1.689 -1.2 -0.1 -0.9
H -1.809 1.346 0.896 1.0 -0.7 -1.4
H -1.536 1.599 -0.894 0.2 -1.1 1.0
F 3.375 3.963 -3.307 0.7 0.6 -0.6